{"formula": "C6H39NO14", "method": "ωB97M-V with the def2-TZVPD basis set", "symbols": ["O", "H", "C", "H", "O", "N", "H", "H", "O", "H", "H", "H", "H", "H", "H", "H", "O", "H", "O", "H", "H", "O", "O", "O", "H", "H", "H", "O", "H", "H", "H", "O", "H", "C", "C", "H", "H", "C", "H", "H", "C", "H", "O", "H", "O", "H", "H", "H", "O", "H", "H", "O", "H", "H", "H", "H", "C", "H", "H", "H"], "coordinates": [[-1.64681, 3.24853, -0.69346], [-1.79242, -0.39360, -2.39669], [-2.10670, -0.49272, -1.35639], [0.11236, 1.68745, 4.52240], [0.33097, 1.40907, -0.98057], [0.23309, -0.95048, -0.47802], [-3.11368, -0.93116, -1.39614], [-2.37198, 2.32118, 0.56640], [-2.38126, 1.68534, 1.30849], [0.15695, -0.44494, 2.60820], [-1.30486, 4.12243, -0.46234], [2.45709, 1.53090, 0.18501], [-2.20006, 0.50062, -0.93280], [-2.69872, -2.27640, 0.78974], [0.67320, -2.34979, -4.52732], [0.54931, -0.23611, -3.70832], [0.08914, 2.59821, 4.18969], [1.92341, -3.85319, -1.61964], [0.22058, -0.68109, 3.57617], [0.99200, 1.25504, -3.75903], [-1.51267, 1.87202, -3.71170], [2.19325, 2.34977, -2.75419], [-0.01246, -3.32477, 4.14407], [-2.44558, 3.22316, 3.63673], [0.23519, -4.34583, -0.56867], [-1.51340, 3.07251, 3.93297], [3.83714, -0.17514, 1.37468], [1.01951, -3.86862, -0.26196], [-0.92593, 1.02848, 1.11813], [0.48519, -3.56827, 3.35668], [1.64583, 2.08433, -1.98473], [0.22344, 0.68673, -3.56716], [-1.12924, -2.38049, -1.05843], [2.17897, 0.46838, 0.14736], [-1.78117, -1.66405, 0.84382], [-2.23354, 2.75820, -2.63348], [-3.01057, 2.88398, 4.33810], [2.75309, -0.19713, 1.39174], [3.32083, -3.66154, -2.32397], [-1.09259, -2.23267, 1.45060], [0.65765, 0.36231, -0.01805], [2.43326, -1.24822, 1.50377], [0.04724, 0.74638, 1.19201], [0.72837, -2.92283, -0.28045], [-2.21002, 2.53125, -3.56678], [2.06553, 3.28666, -2.92927], [-0.10799, -2.35597, 4.07695], [-2.07249, -0.74541, 1.35622], [1.17594, -1.82289, -3.89604], [0.38560, 2.56028, 3.27240], [-0.85219, 2.67916, -0.78720], [2.37057, -3.64121, -2.45857], [1.15377, -0.85583, 3.74268], [0.70669, -1.18738, -1.34315], [2.44155, 0.33302, 2.31360], [0.04909, 1.09508, -1.93492], [-1.19779, -1.40074, -0.54845], [-2.50322, 2.23947, 2.12626], [2.65874, 0.04253, -0.75827], [1.71283, -2.45400, -3.36869]], "forces_ev_per_angstrom": [[0.24, 0.40, -0.27], [0.17, 0.02, 0.06], [-0.50, -0.35, -0.54], [0.04, 0.05, -0.35], [-0.77, -0.24, -1.44], [0.09, -0.37, 0.33], [0.17, 0.13, 0.13], [-0.05, 0.05, 0.16], [-0.25, 0.23, 0.56], [0.10, 0.04, 0.93], [-0.20, -0.12, -0.08], [-0.31, -0.23, -0.16], [-0.01, 0.06, 0.17], [0.31, 0.26, -0.27], [0.13, 0.03, 0.09], [-0.15, 0.27, 0.06], [0.19, -0.02, 0.19], [0.11, -0.03, 0.46], [0.01, 0.45, -0.65], [-0.06, 0.01, 0.11], [-0.17, 0.19, 0.27], [0.22, -0.14, -0.13], [0.03, -0.05, 0.05], [0.11, -0.03, -0.04], [0.12, -0.10, 0.25], [-0.48, 0.01, 0.03], [0.17, -0.03, -0.08], [-0.74, 0.50, -0.07], [0.47, -0.05, 0.00], [-0.06, -0.03, 0.05], [0.21, 0.53, -0.14], [-0.01, -0.23, -0.13], [-0.06, 0.41, 0.03], [0.37, -0.46, -0.06], [-0.55, -0.16, -0.13], [0.20, -0.05, 0.20], [0.04, 0.05, -0.02], [-0.51, -0.26, 0.66], [-0.01, -0.08, 0.11], [0.33, -0.06, 0.30], [-0.67, 0.70, -0.12], [0.12, 0.33, -0.19], [0.25, -0.49, -0.54], [0.36, -0.38, 0.44], [0.00, -0.15, -0.52], [-0.09, -0.03, 0.23], [-0.11, -0.33, -0.13], [0.15, -0.10, -0.05], [-0.33, 0.20, -0.24], [0.08, -0.29, 0.01], [0.01, -0.04, 0.13], [0.46, 0.02, -0.75], [0.00, 0.10, -0.11], [-0.02, 0.33, -0.13], [0.11, -0.15, -0.52], [0.67, -0.25, 1.64], [0.26, 0.23, 0.29], [0.11, -0.40, -0.43], [-0.30, 0.22, 0.35], [-0.01, -0.16, 0.01]], "nbo_charge": [-0.989, 0.219, -0.637, 0.503, -0.875, -0.720, 0.222, 0.506, -1.008, 0.516, 0.488, 0.221, 0.215, 0.218, 0.483, 0.520, -0.953, 0.503, -0.990, 0.512, 0.485, -0.986, -0.970, -0.989, 0.481, 0.503, 0.221, -0.952, 0.525, 0.457, 0.499, -1.013, 0.180, -0.422, -0.635, 0.483, 0.477, -0.619, 0.486, 0.213, 0.685, 0.207, -0.813, 0.503, -0.976, 0.479, 0.490, 0.233, -1.007, 0.492, 0.510, -0.992, 0.476, 0.387, 0.202, 0.537, -0.036, 0.517, 0.211, 0.514], "homo_ev": -10.1, "lumo_energy_ha": 0.0041, "gap_ev": 10.17}

***

{"formula": "C23H57N4O10", "method": "ωB97M-V with the def2-TZVPD basis set", "symbols": ["H", "C", "H", "H", "H", "H", "H", "H", "C", "H", "H", "H", "H", "H", "C", "N", "H", "C", "O", "H", "H", "H", "H", "C", "H", "H", "C", "O", "H", "C", "H", "O", "H", "H", "H", "O", "H", "H", "H", "C", "C", "H", "H", "H", "C", "H", "H", "H", "H", "H", "C", "N", "H", "H", "C", "H", "H", "H", "O", "C", "H", "H", "H", "H", "H", "O", "O", "C", "H", "N", "C", "H", "H", "C", "H", "C", "H", "C", "C", "H", "N", "C", "H", "O", "C", "C", "C", "O", "H", "O", "H", "H", "H", "H"], "coordinates": [[-9.31337, 26.52688, 19.81191], [-7.96578, 20.96096, 25.39835], [-6.38957, 26.04822, 25.65943], [-13.74358, 20.87038, 24.06081], [-7.02990, 22.12835, 21.44931], [-13.90756, 14.19312, 16.26026], [-9.94174, 23.86872, 28.27478], [-11.02776, 17.94420, 17.50141], [-9.22337, 23.24373, 27.73964], [-9.20100, 19.67129, 23.64559], [-7.69759, 20.40154, 14.37114], [-4.09793, 19.44499, 16.20365], [-12.71589, 19.84456, 17.91888], [-8.35920, 22.87865, 28.31054], [-7.95312, 26.49842, 21.92963], [-11.70567, 20.74468, 23.36867], [-13.38609, 19.58068, 22.85849], [-6.19027, 19.84663, 15.58778], [-13.07059, 22.81871, 22.14240], [-6.68054, 27.19375, 23.41107], [-8.70041, 26.34038, 24.55075], [-9.39595, 19.37594, 21.12935], [-6.72250, 24.35358, 25.35577], [-12.32547, 18.23837, 15.87969], [-12.03311, 17.88638, 14.88538], [-5.83867, 21.03521, 17.36021], [-8.04306, 25.10200, 26.70174], [-9.35160, 21.01405, 25.18051], [-13.84842, 17.77235, 17.41862], [-13.61003, 21.50570, 22.03586], [-8.79242, 25.87684, 26.92011], [-10.65270, 18.67331, 19.60859], [-8.89640, 22.91481, 17.24008], [-11.80960, 19.71782, 25.24835], [-6.54465, 25.36809, 22.91682], [-9.87529, 22.22035, 21.42619], [-9.71413, 20.23205, 18.50986], [-12.99830, 23.33996, 20.12945], [-13.22680, 21.06416, 21.10469], [-14.30897, 15.19388, 16.42251], [-11.64130, 19.79247, 17.67654], [-13.40634, 24.64943, 21.22672], [-7.69583, 20.27746, 26.22145], [-14.68747, 21.65631, 21.90533], [-7.15166, 26.22330, 23.21754], [-11.34780, 18.69952, 23.84651], [-14.60653, 23.46642, 20.88137], [-14.87517, 15.10741, 17.35448], [-8.62167, 18.65941, 19.74492], [-7.25491, 23.52822, 16.78789], [-10.68658, 19.86633, 18.84407], [-6.78719, 19.96434, 14.24663], [-8.21325, 27.56515, 21.86521], [-7.28920, 26.28185, 21.08405], [-7.82617, 22.72252, 17.26458], [-6.63496, 18.99111, 16.11389], [-11.58171, 20.72196, 17.09248], [-9.57642, 17.64522, 21.00250], [-13.18415, 16.03462, 16.59031], [-9.78857, 19.79483, 24.55920], [-9.73083, 22.33135, 27.42199], [-4.25627, 20.53191, 14.96972], [-6.87723, 19.01976, 13.89673], [-7.44067, 25.23444, 27.61179], [-7.40074, 22.56624, 18.25971], [-8.67621, 23.83417, 26.58339], [-9.13249, 25.74932, 21.79143], [-13.15618, 20.60688, 23.17978], [-12.64624, 19.24817, 15.58026], [-7.96031, 25.69450, 24.30221], [-13.52918, 23.58257, 21.05310], [-4.49992, 18.73153, 14.69263], [-11.11209, 20.71203, 19.39887], [-9.47897, 18.55195, 20.41196], [-5.96658, 21.92360, 15.79614], [-11.28578, 19.70738, 24.29300], [-14.97081, 15.44949, 15.59449], [-13.47369, 17.41757, 16.45624], [-7.20448, 25.33099, 25.47620], [-7.45468, 20.69265, 24.47138], [-11.29831, 18.65032, 16.82374], [-8.64207, 22.22396, 21.64756], [-10.07805, 25.01845, 20.16500], [-8.14121, 22.66706, 22.73709], [-9.83361, 25.99229, 20.61082], [-6.38513, 21.11229, 16.41466], [-4.71964, 19.60163, 15.30709], [-7.73764, 21.48102, 16.56761], [-10.84755, 26.36255, 20.78669], [-7.67649, 21.72236, 20.80241], [-7.67942, 21.94230, 25.77029], [-11.22374, 20.68365, 22.47546], [-14.24185, 17.56008, 15.68210], [-9.55787, 19.06459, 25.34699]], "forces_ev_per_angstrom": [[0.18, 0.46, 0.37], [-0.19, 0.39, 0.41], [-0.04, 0.15, 0.38], [0.39, -0.15, 0.36], [0.61, -0.89, -1.00], [0.00, -0.02, -0.22], [0.26, 0.19, 0.21], [-0.04, -0.45, -0.48], [0.82, -0.53, -0.57], [-0.04, -0.31, -0.08], [-0.11, -0.40, -0.30], [-0.54, -0.31, 0.29], [0.06, -0.63, 0.73], [-0.33, 0.35, 0.81], [-0.52, 0.42, -0.26], [-1.66, -0.52, 1.18], [-0.42, -0.14, 0.22], [0.01, -0.51, -0.28], [-0.58, 0.12, -0.05], [0.82, -0.32, 0.32], [-0.07, -0.08, -0.01], [-0.14, 0.16, -0.08], [0.10, 0.08, -0.52], [0.00, 1.56, 0.97], [0.69, -0.78, 0.47], [-0.17, 0.02, 0.13], [-0.86, 0.14, 1.02], [-0.70, -0.40, -0.30], [0.10, 0.39, -0.03], [0.78, 0.53, -0.57], [-0.34, 0.14, -0.68], [-0.12, 0.01, -0.26], [0.13, 0.46, 0.52], [-0.31, 0.26, -0.14], [0.87, 0.43, 0.41], [1.15, -0.86, -1.51], [0.31, -0.53, -0.03], [0.07, -0.19, -0.09], [-0.05, -0.05, -0.15], [0.65, -0.57, 0.73], [-0.26, -0.29, -1.39], [0.41, 0.01, 0.36], [-0.13, -0.46, -0.20], [-0.23, -0.69, 0.36], [-1.57, -1.33, -0.77], [-0.55, -0.22, 0.15], [-0.12, -0.29, -0.01], [-0.29, 0.32, 0.00], [0.34, -0.59, 0.25], [-0.11, -0.08, -0.32], [-1.06, 1.40, 0.30], [-0.29, 0.65, 0.60], [0.03, 0.16, 0.05], [0.12, 0.12, -0.09], [-0.09, -0.86, -0.04], [0.09, 0.10, 0.21], [0.65, 0.02, 0.04], [0.30, -0.31, -0.41], [0.07, 0.10, -0.72], [0.29, 0.99, 1.49], [-0.16, 0.19, -0.26], [-0.23, -0.19, -0.88], [-0.39, 0.13, -0.24], [0.49, -0.80, 0.00], [-0.50, 0.28, 0.25], [-0.05, 0.63, -0.29], [0.40, 0.15, 0.50], [0.31, 0.77, -1.11], [-1.05, -0.29, -0.01], [-0.28, 0.71, 0.05], [0.04, 0.27, 0.02], [-0.27, 0.25, -0.44], [0.45, -0.11, 0.71], [-0.51, 1.11, -0.09], [0.58, -0.03, 0.25], [1.86, 0.33, -0.80], [0.09, 0.30, -0.08], [-0.49, 0.18, -0.98], [0.34, -0.24, -0.15], [0.26, 0.17, 0.09], [0.79, -0.57, 0.34], [-2.72, 1.14, 3.10], [0.33, -0.17, 0.06], [0.66, -0.36, -1.16], [-0.87, -1.53, -0.75], [0.14, 0.42, -1.34], [1.27, 0.44, 1.70], [0.39, -0.40, 0.00], [0.22, 0.80, 0.26], [0.51, 0.66, 0.20], [0.13, 0.12, -0.51], [0.23, 0.35, 0.09], [-0.45, -0.27, 0.30], [0.16, -0.80, -0.61]], "mulliken_charge": [0.384, -0.412, 0.374, 0.375, 0.259, 0.243, 0.350, 0.294, -0.873, 0.194, 0.287, 0.362, 0.322, 0.379, -0.666, 0.304, 0.343, 0.740, -0.220, 0.348, 0.182, -0.047, 0.161, -1.023, 0.338, 0.319, -0.806, -0.096, 0.293, -0.400, 0.360, -0.486, 0.208, 0.431, 0.360, -0.506, 0.148, 0.250, 0.046, -0.706, -0.877, 0.227, 0.306, 0.530, -0.719, 0.345, 0.358, 0.281, 0.321, 0.416, 0.299, -0.807, 0.390, 0.367, -0.784, 0.310, 0.346, 0.251, -0.321, -0.579, 0.094, 0.352, 0.253, 0.423, 0.309, -0.073, -0.170, -0.722, 0.385, 0.046, -0.767, 0.345, -0.017, -0.391, 0.358, -0.788, 0.315, -0.188, -0.507, 0.301, -0.208, 0.486, 0.117, -0.751, -0.723, -1.010, -1.393, -0.250, 0.238, -0.391, -0.147, -0.395, 0.363, 0.430], "homo_ev": -4.3, "lumo_energy_ha": 0.0959, "gap_ev": 6.95, "total_charge": -1}

***

{"formula": "CH5NO2", "method": "ωB97M-V with the def2-TZVPD basis set", "symbols": ["O", "C", "H", "H", "H", "H", "N", "O", "H"], "coordinates": [[0.44478, 0.82914, -0.65987], [0.78460, 0.01660, 1.29007], [-1.22594, 0.35060, -1.58765], [0.82470, 0.94989, 1.83821], [-0.93018, -0.47488, -0.06489], [-0.18987, -0.80878, -1.47770], [-0.54617, -0.06004, -1.00332], [-0.27435, -0.62792, 1.39921], [1.71531, -0.39812, 0.99768]], "forces_ev_per_angstrom": [[0.18, -0.16, 0.16], [-2.18, 0.47, 0.56], [-1.26, 0.89, -0.51], [0.30, 0.62, -0.16], [0.24, 0.52, -0.74], [1.47, -2.63, -1.75], [-0.25, 1.38, 3.06], [0.57, -0.42, -0.05], [0.93, -0.67, -0.57]], "nbo_charge": [-0.636, 0.310, 0.376, 0.124, 0.417, 0.362, -0.386, -0.693, 0.124], "homo_ev": -9.5, "lumo_energy_ha": 0.0258, "gap_ev": 10.18}

***

{"formula": "C3H4O3", "method": "ωB97M-V with the def2-TZVPD basis set", "symbols": ["O", "C", "H", "O", "H", "C", "H", "C", "H", "O"], "coordinates": [[2.67568, 0.04285, -0.25982], [-0.62103, -0.76614, 0.14539], [-0.82391, -1.07293, 1.17798], [0.72081, 1.11254, 0.11474], [-1.24489, 1.24867, 0.72927], [1.49262, 0.02349, -0.12244], [-1.29408, -1.29531, -0.53117], [-0.64930, 0.74933, -0.03501], [-0.98125, 1.04982, -1.03498], [0.72535, -1.09231, -0.18397]], "forces_ev_per_angstrom": [[-0.53, -0.01, 0.11], [-0.22, 0.02, 0.04], [0.06, 0.07, -0.16], [0.11, -0.07, -0.01], [0.10, 0.05, -0.12], [0.44, -0.01, -0.05], [0.11, 0.06, 0.08], [-0.26, -0.05, 0.02], [-0.01, -0.05, 0.17], [0.18, 0.00, -0.07]], "nbo_charge": [-0.565, -0.099, 0.186, -0.489, 0.202, 0.966, 0.202, -0.100, 0.186, -0.489], "homo_ev": -11.1, "lumo_energy_ha": 0.0264, "gap_ev": 11.85}

***

Question: Number 2 is which compound?
Answer: C23H57N4O10

***

Question: What is the formula in the first record?
Answer: C6H39NO14